Entry 1:
A 12-piece molecular cluster, C6H36O12 overall in a non-equilibrium geometry. Source: OMol25; level of theory: wB97M-V/def2-TZVPD.

## Properties
HOMO energy (eV): -10.3
Multiplicity: 1
SMILES: CCO.CCO.CCO.O.O.O.O.O.O.O.O.O
E_LUMO (eV): 0.0455
Molecular weight (g/mol): 300.34
Total charge: 0
Orbital gap (eV): 10.4
ΔE to the lowest compared entry with this formula, charge and spin (kcal per mole): 90.45

Positions of all 54 atoms, in Å:
C  -2.198029  -1.211315  6.643462
C  -1.236789  -1.921175  5.764262
O  0.127241  -1.561225  5.945352
H  -2.365059  -0.181375  6.328142
H  -1.859289  -1.340445  7.671402
H  -3.126139  -1.764295  6.498762
H  -1.426539  -1.713075  4.711272
H  -1.363249  -2.995675  5.896802
H  0.153471  -0.611525  6.083142
C  -1.113499  -0.310785  -2.066668
C  -0.242199  -1.068555  -1.120088
O  0.814421  -0.281825  -0.651678
H  -1.634559  0.439215  -1.471608
H  -1.949319  -0.891295  -2.457198
H  -0.552649  0.034805  -2.935068
H  0.218831  -1.930435  -1.602478
H  -0.848869  -1.388355  -0.272868
H  1.287561  -0.777455  0.020692
C  3.274291  3.594605  2.644292
C  2.417571  4.113815  1.449112
O  1.230861  3.331215  1.345932
H  3.355831  2.507695  2.653002
H  3.018121  3.837275  3.675592
H  4.240271  4.092405  2.559552
H  3.076601  3.883385  0.612042
H  2.337441  5.200485  1.478112
H  1.397411  2.501405  0.892852
O  -0.670839  -6.008765  -3.207768
H  -0.611439  -5.743305  -4.125498
H  -0.205669  -6.844445  -3.169088
O  -5.586549  2.930275  -3.135378
H  -5.059199  3.555695  -3.632348
H  -5.997709  3.455315  -2.448708
O  -0.339729  5.366855  -1.737648
H  0.011141  4.742305  -1.102778
H  0.429181  5.832975  -2.065878
O  -1.432729  2.516005  -6.907888
H  -1.838699  3.079055  -6.248788
H  -0.501709  2.519055  -6.685578
O  3.117761  -2.840085  2.485792
H  2.795481  -2.805815  3.386452
H  4.070331  -2.798445  2.570002
O  -3.192899  -4.433285  1.821952
H  -2.457219  -4.935275  2.172662
H  -2.952759  -4.259625  0.911782
O  4.464391  0.759035  -2.873018
H  5.319931  1.100895  -2.613368
H  3.965791  0.715175  -2.057108
O  4.421431  -3.907045  -1.387468
H  3.663981  -3.518955  -0.949428
H  4.378801  -4.836395  -1.162218
O  -4.447709  0.587925  -6.144548
H  -3.623229  0.943545  -6.476218
H  -4.753889  1.239825  -5.514068

Forces on the atoms, in the same order (eV/Å):
C -0.41 -0.39 0.00
C 0.62 -0.05 -1.35
O 0.28 -0.28 0.56
H 0.14 0.10 0.37
H -0.25 0.41 0.12
H -0.33 0.27 0.32
H -0.57 -0.13 -0.18
H 0.48 -0.05 0.13
H 0.07 0.10 -0.01
C -0.58 0.13 0.00
C -0.16 -1.23 -0.09
O 0.75 1.26 0.34
H 0.37 0.70 -0.43
H 0.23 -0.53 0.04
H -0.07 0.49 0.23
H -0.36 -0.40 -0.13
H -0.11 -0.32 0.07
H 0.01 -0.06 0.04
C 0.14 0.85 0.17
C 1.59 -2.17 1.03
O -0.66 1.29 -0.04
H 0.24 0.03 -0.45
H -0.91 0.31 -0.15
H 0.43 -0.43 -0.22
H -0.15 0.21 -0.47
H -0.99 -0.17 0.09
H 0.26 0.05 -0.07
O -0.09 0.11 0.21
H -0.02 0.12 -0.23
H 0.10 -0.22 0.04
O 0.02 -0.27 -0.14
H 0.14 0.19 -0.09
H -0.13 0.09 0.20
O -0.21 0.07 -0.15
H 0.05 -0.25 0.30
H 0.16 0.14 -0.10
O -0.25 -0.15 -0.16
H -0.08 0.20 0.17
H 0.26 -0.06 0.04
O -0.12 0.01 -0.29
H -0.19 0.02 0.27
H 0.27 0.00 -0.03
O -0.18 0.09 0.15
H 0.17 -0.14 0.11
H 0.02 0.05 -0.27
O -0.05 0.01 -0.20
H 0.25 0.06 0.01
H -0.23 -0.07 0.18
O 0.20 0.11 -0.12
H -0.21 0.13 0.11
H 0.01 -0.24 0.04
O -0.12 -0.16 -0.05
H 0.36 0.06 -0.18
H -0.19 0.10 0.26

natural (NBO) analysis output, partial charges in e:
1. C -0.642
2. C -0.061
3. O -0.728
4. H 0.206
5. H 0.214
6. H 0.221
7. H 0.158
8. H 0.171
9. H 0.461
10. C -0.632
11. C -0.058
12. O -0.739
13. H 0.213
14. H 0.223
15. H 0.215
16. H 0.155
17. H 0.153
18. H 0.472
19. C -0.635
20. C -0.063
21. O -0.735
22. H 0.204
23. H 0.209
24. H 0.202
25. H 0.154
26. H 0.184
27. H 0.480
28. O -0.937
29. H 0.470
30. H 0.467
31. O -0.938
32. H 0.466
33. H 0.472
34. O -0.941
35. H 0.476
36. H 0.465
37. O -0.942
38. H 0.468
39. H 0.474
40. O -0.947
41. H 0.476
42. H 0.471
43. O -0.936
44. H 0.467
45. H 0.470
46. O -0.934
47. H 0.465
48. H 0.468
49. O -0.936
50. H 0.469
51. H 0.466
52. O -0.942
53. H 0.474
54. H 0.467


Entry 2:
One molecule with the formula C17H22N2OS in a non-equilibrium geometry. Source: OMol25; level of theory: wB97M-V/def2-TZVPD.

## Properties
HOMO energy (eV): -8.3
Multiplicity: 1
SMILES: CCCCCOc1ccccc1/C(=C\SC)n1ccnc1
E_LUMO (eV): 0.4219
Molecular weight (g/mol): 302.44
Total charge: 0
Orbital gap (eV): 8.7
ΔE to the lowest compared entry with this formula, charge and spin (kcal per mole): 98.53

Positions of all 43 atoms, in Å:
C  1.963215  2.935198  -4.809086
C  0.652403  2.316366  -4.251625
C  0.718033  1.477777  -2.964702
C  -0.156901  0.139143  -3.060390
C  0.136321  -0.851387  -1.927717
O  -0.184426  -0.290950  -0.635445
C  -1.064776  -0.923581  0.180665
C  -2.332212  -1.293076  -0.347100
C  -3.409362  -1.636323  0.502834
C  -3.152261  -1.621483  1.880042
C  -1.901862  -1.319145  2.384229
C  -0.816440  -0.799530  1.561300
C  0.469572  -0.464737  2.168344
C  0.741393  0.861231  2.409502
S  -0.384758  2.203520  2.266466
C  -1.479753  2.326099  3.764030
N  1.352584  -1.514863  2.362232
C  2.572149  -1.475207  2.975474
C  3.002129  -2.796717  3.025255
N  1.974982  -3.670131  2.457544
C  1.075735  -2.823091  2.000520
H  2.555985  2.003906  -4.843404
H  1.840872  3.339272  -5.800173
H  2.434499  3.699744  -4.168153
H  0.056419  3.128450  -4.008194
H  0.213126  1.725652  -5.080595
H  1.722821  1.061636  -2.815075
H  0.444115  2.026114  -2.158495
H  -1.228758  0.255747  -3.156243
H  0.356261  -0.476896  -3.898576
H  1.121381  -1.293104  -1.971235
H  -0.463396  -1.742489  -2.229408
H  -2.490785  -1.050829  -1.421204
H  -4.320688  -1.873882  -0.017191
H  -4.009545  -1.688325  2.607282
H  -1.753693  -1.281449  3.437051
H  1.730946  1.179790  2.525417
H  -2.387797  1.884662  3.637929
H  -1.670070  3.363872  4.044271
H  -1.015969  1.824495  4.620479
H  3.104681  -0.619642  3.517799
H  3.846268  -3.099013  3.729235
H  0.137560  -3.146825  1.506110

Forces on the atoms, in the same order (eV/Å):
C 0.09 -1.75 1.17
C 0.74 -0.41 -0.62
C 0.39 -3.38 -2.98
C 3.19 -0.38 -0.26
C -1.71 -0.29 -0.57
O 1.09 -0.75 -0.92
C -0.81 1.41 0.25
C -0.11 0.43 0.57
C 2.35 0.43 -0.92
C -1.55 -0.02 0.62
C 1.22 1.59 -1.53
C -3.24 -3.13 0.38
C -0.26 3.15 -0.46
C -1.03 -2.15 -0.06
S -0.78 0.57 -0.19
C 2.82 0.39 0.76
N -0.41 0.30 -0.84
C 2.01 -1.19 1.39
C -1.24 0.08 1.01
N 1.67 2.19 0.10
C 0.28 -1.15 0.97
H 0.77 0.85 -0.36
H -0.14 0.07 -0.33
H -0.22 -0.50 -0.10
H -1.86 1.45 0.04
H 0.01 0.35 0.50
H 0.07 0.38 0.12
H -0.74 1.65 2.59
H -0.11 0.23 -0.38
H -1.46 1.20 0.52
H 0.80 0.64 0.43
H -0.21 0.44 0.95
H 0.06 -0.66 0.87
H -0.52 0.04 0.55
H 1.05 -0.43 -0.84
H 0.03 -0.07 0.75
H 1.42 0.23 0.69
H -2.52 -1.41 -0.83
H 0.45 0.06 -0.35
H 0.17 0.20 -0.18
H -1.41 -1.16 -1.30
H -1.25 -0.06 -1.63
H 0.91 0.58 0.42

natural (NBO) analysis output, partial charges in e:
1. C -0.601
2. C -0.392
3. C -0.390
4. C -0.395
5. C -0.074
6. O -0.523
7. C 0.322
8. C -0.268
9. C -0.187
10. C -0.247
11. C -0.168
12. C -0.119
13. C 0.211
14. C -0.398
15. S 0.196
16. C -0.707
17. N -0.387
18. C -0.102
19. C -0.102
20. N -0.438
21. C 0.177
22. H 0.197
23. H 0.209
24. H 0.205
25. H 0.195
26. H 0.193
27. H 0.188
28. H 0.207
29. H 0.205
30. H 0.198
31. H 0.186
32. H 0.182
33. H 0.221
34. H 0.224
35. H 0.221
36. H 0.213
37. H 0.208
38. H 0.204
39. H 0.226
40. H 0.221
41. H 0.244
42. H 0.219
43. H 0.228


Entry 3:
A 2-piece molecular cluster, C5H8N2 overall. Source: OMol25; level of theory: wB97M-V/def2-TZVPD.

## Properties
HOMO energy (eV): -8.0
Multiplicity: 1
E_LUMO (eV): -1.1159
Molecular weight (g/mol): 96.13
Total charge: 0
Orbital gap (eV): 6.8
ΔE to the lowest compared entry with this formula, charge and spin (kcal per mole): 123.48

Positions of all 15 atoms, in Å:
C  -1.624974  -1.061663  1.829919
N  -0.700011  -0.579554  0.815721
C  -0.582691  -1.081483  -0.494520
C  0.382743  -0.400327  -1.192786
C  0.793340  0.538971  -0.134649
C  1.735119  1.494837  -0.192170
N  0.084475  0.381830  1.091346
H  -2.093099  -1.978802  1.471372
H  -2.383679  -0.299099  2.016237
H  -1.070846  -1.254085  2.749179
H  -1.239769  -1.901926  -0.762565
H  1.118152  0.905671  -3.150657
H  1.338084  1.466499  -3.599804
H  2.295883  1.638490  -1.110377
H  1.947274  2.130642  0.663753

Forces on the atoms, in the same order (eV/Å):
C -0.10 -0.07 0.11
N 0.10 0.17 0.13
C 0.06 -0.03 -0.14
C -0.19 -0.06 0.37
C 0.25 0.22 -0.08
C -0.06 -0.08 -0.03
N -0.14 -0.26 -0.20
H 0.06 0.14 0.03
H 0.09 -0.10 -0.04
H -0.07 0.03 -0.11
H 0.11 0.13 0.05
H 0.04 0.10 -0.12
H -0.01 -0.04 0.00
H -0.10 -0.03 0.13
H -0.05 -0.11 -0.10

natural (NBO) analysis output, partial charges in e:
1. C -0.419
2. N -0.037
3. C -0.228
4. C -0.232
5. C -0.064
6. C -0.138
7. N -0.183
8. H 0.221
9. H 0.231
10. H 0.233
11. H 0.207
12. H 0.037
13. H -0.058
14. H 0.224
15. H 0.206


Entry 4:
One molecule with the formula C2H3NO3S in a non-equilibrium geometry. Source: OMol25; level of theory: wB97M-V/def2-TZVPD.

## Properties
HOMO energy (alpha / beta) (eV): -8.9 / -8.2
Multiplicity: 1
E_LUMO (alpha / beta) (eV): -0.6773 / -1.1711
Molecular weight (g/mol): 121.12
Total charge: 0
Orbital gap (alpha / beta) (eV): 8.2 / 7.1
ΔE to the lowest compared entry with this formula, charge and spin (kcal per mole): 110.80

Positions of all 10 atoms, in Å:
C  0.035149  -0.715940  0.102440
C  0.596513  0.579408  -0.285385
N  0.058469  1.734930  -0.049771
O  -0.968140  -0.783772  1.001169
O  0.670682  2.775672  -0.718101
O  -1.840025  -3.139513  0.992460
S  -2.015817  -1.822691  1.670849
H  0.592569  -1.609270  -0.302835
H  1.532861  0.553854  -0.990214
H  1.337739  2.427323  -1.420612

Forces on the atoms, in the same order (eV/Å):
C 1.33 0.38 -0.45
C 0.36 -1.28 -0.94
N 0.46 -0.13 -0.34
O 0.59 1.20 -0.25
O 1.03 -0.61 -1.05
O -0.37 1.25 1.00
S 0.93 -1.75 -1.68
H -1.23 0.75 0.83
H -1.66 -0.31 1.25
H -1.43 0.50 1.64

natural (NBO) analysis output, partial charges in e:
1. C 0.136
2. C -0.105
3. N -0.060
4. O -0.671
5. O -0.523
6. O -0.823
7. S 1.243
8. H 0.201
9. H 0.162
10. H 0.439


Entry 5:
A 2-piece molecular cluster, C3H7N4 overall in a non-equilibrium geometry. Source: OMol25; level of theory: wB97M-V/def2-TZVPD.

## Properties
HOMO energy (alpha / beta) (eV): -14.2 / -14.6
Multiplicity: 1
E_LUMO (alpha / beta) (eV): -6.3343 / -7.0700
Molecular weight (g/mol): 99.12
Total charge: +1
Orbital gap (alpha / beta) (eV): 7.9 / 7.5
ΔE to the lowest compared entry with this formula, charge and spin (kcal per mole): 189.25

Positions of all 14 atoms, in Å:
C  1.741329  -0.191388  2.518950
C  -0.681668  0.274481  0.011382
C  -1.598914  1.049075  -0.781754
N  0.562075  -0.284836  1.964459
N  -0.060939  0.077357  1.014352
N  2.186334  0.103012  3.615181
N  0.492784  -0.835680  -1.497551
H  2.207749  -1.011323  1.815304
H  -2.457632  0.430418  -0.859472
H  -1.156286  1.044605  -1.799748
H  -1.791346  2.107963  -0.592298
H  3.090443  -0.223661  3.825025
H  0.591545  -1.817523  -1.282958
H  -0.322530  -0.723380  -2.139715

Forces on the atoms, in the same order (eV/Å):
C 3.66 -3.07 -1.82
C 2.06 -0.73 -0.42
C 0.58 0.23 -1.74
N -4.38 -0.27 0.57
N 0.02 1.11 -0.69
N -1.46 1.81 1.31
N -1.25 1.90 0.34
H 0.49 1.05 0.63
H -1.34 -0.12 -0.08
H -0.27 0.14 0.43
H 0.06 -0.35 0.83
H 1.36 -0.41 0.10
H -0.30 -0.66 0.19
H 0.78 -0.63 0.35

natural (NBO) analysis output, partial charges in e:
1. C 0.224
2. C 0.500
3. C -0.728
4. N -0.032
5. N 0.007
6. N -0.513
7. N -0.608
8. H 0.215
9. H 0.282
10. H 0.279
11. H 0.302
12. H 0.391
13. H 0.345
14. H 0.336


Entry 6:
A 2-piece molecular cluster, C5H17N2O overall in a non-equilibrium geometry. Source: OMol25; level of theory: wB97M-V/def2-TZVPD.

## Properties
HOMO energy (alpha / beta) (eV): -18.7 / -18.7
Multiplicity: 2
E_LUMO (alpha / beta) (eV): -6.6212 / -11.7902
Molecular weight (g/mol): 121.20
Total charge: +2
Orbital gap (alpha / beta) (eV): 12.1 / 6.9
ΔE to the lowest compared entry with this formula, charge and spin (kcal per mole): 49.49

Positions of all 25 atoms, in Å:
C  -0.279048  -1.632085  -0.230360
N  0.998858  -2.144176  0.247896
C  2.267076  -1.540553  -0.050436
C  -0.484134  -0.144721  0.097896
N  -1.237500  0.540119  -0.960676
C  -0.715547  1.635186  1.836856
C  -0.957680  0.115215  1.559966
H  -0.412760  -1.819095  -1.331924
H  -1.054620  -2.246414  0.240049
H  1.046347  -3.134380  -0.016093
H  2.682874  -1.850369  -1.016830
H  2.946293  -2.102935  0.647783
H  2.418184  -0.499835  0.192084
H  0.483609  0.356990  0.169326
H  -0.628879  0.708300  -1.845089
H  -1.694951  1.429425  -0.735794
H  -2.108680  0.089125  -1.279793
H  -1.008894  2.273772  0.982872
H  0.356218  1.811951  1.945764
H  -1.562683  2.006037  2.431803
H  -0.439160  -0.498917  2.287507
H  -2.020991  -0.120448  1.736091
H  1.191059  2.166559  -2.248990
H  -0.062238  2.500792  -2.741619
O  0.277238  2.100454  -1.918280

Forces on the atoms, in the same order (eV/Å):
C -0.88 0.65 0.46
N -0.21 0.04 -3.59
C 1.37 -1.03 2.43
C 0.89 -0.36 2.01
N -1.94 -0.73 -2.01
C -1.52 -0.51 -1.40
C -1.25 1.38 -0.81
H 0.73 -0.20 0.62
H -0.03 0.03 -0.01
H 0.00 -0.25 1.00
H -0.46 -0.01 -0.34
H -0.07 0.47 -0.45
H -0.52 0.28 -0.27
H 0.07 -0.06 -0.84
H -0.70 0.24 1.73
H 1.11 0.44 0.65
H 0.39 -0.97 0.30
H 0.43 -0.51 -0.49
H -0.44 0.48 1.10
H 1.38 -0.04 1.34
H 0.49 -0.17 -0.17
H 0.24 -0.04 -0.41
H 0.46 -0.22 0.94
H -0.90 0.27 0.38
O 1.36 0.83 -2.17

natural (NBO) analysis output, partial charges in e:
1. C -0.301
2. N -0.083
3. C -0.510
4. C -0.081
5. N -0.706
6. C -0.632
7. C -0.424
8. H 0.283
9. H 0.278
10. H 0.431
11. H 0.312
12. H 0.304
13. H 0.258
14. H 0.232
15. H 0.486
16. H 0.465
17. H 0.438
18. H 0.192
19. H 0.239
20. H 0.277
21. H 0.247
22. H 0.240
23. H 0.511
24. H 0.507
25. O -0.961


Which value of multiplicity does entry 1 give?
1


Among the records above, which one has the highest multiplicity?
C5H17N2O


ΔE to the lowest compared entry with this formula, charge and spin of number 5 (C3H7N4)?
189.25 kcal per mole